# 1
The following is a DFT calculation (ωB97M-V/def2-TZVPD) of C7H18ClGdI2O4P2 as an isolated structure in a non-equilibrium geometry.

Last column: Löwdin spin population.
Cartesian coordinates (Å):
1 I 2.64 -3.22 -1.32  0.91
2 I -1.43 -2.73 -0.52  0.64
3 Gd 1.07 -0.93 -0.35  5.03
4 P -0.02 0.62 -2.64  0.15
5 C -1.58 0.88 -3.51  0.01
6 C 0.82 2.22 -2.94  0.02
7 H 1.88 -0.71 -3.41  0.00
8 H 0.86 -0.07 -4.76  0.01
9 H 0.35 -1.50 -3.77  0.00
10 C 0.86 -0.52 -3.76  0.04
11 H 1.81 2.20 -2.45  0.00
12 H 0.92 2.39 -4.03  0.01
13 H -1.37 1.14 -4.56  0.00
14 H -2.13 1.69 -3.03  0.00
15 H 0.23 3.03 -2.47  0.00
16 H -2.18 -0.03 -3.46  0.00
17 C -1.41 0.14 -0.52  0.12
18 O -2.43 0.61 -0.25  0.00
19 Cl 2.98 0.72 -0.72  0.05
20 C 1.52 -1.81 4.34  0.00
21 O 0.83 -0.67 3.80  0.00
22 P 0.11 -0.86 2.33  0.00
23 O -1.40 -0.22 2.51  0.00
24 C -2.51 -1.08 2.80  0.01
25 O 0.73 0.54 1.54  0.00
26 C 0.56 1.85 2.13  0.00
27 H 2.58 -1.81 4.08  0.00
28 H 1.07 -2.78 4.05  0.00
29 H 1.44 -1.74 5.43  0.00
30 H -2.61 -1.86 2.03  0.00
31 H -2.37 -1.56 3.77  0.00
32 H -3.40 -0.44 2.81  0.00
33 H -0.03 2.48 1.47  0.00
34 H 0.05 1.77 3.09  0.00
35 H 1.56 2.26 2.29  0.00

energy above the lowest of the compared OMol25 structures with the same formula, charge and spin: 0.0 kcal/mol
E_tot: -83859.3133 eV
Kohn-Sham gap (alpha / beta): 8.099 / 4.900 eV
HOMO level (alpha / beta): -16.14 / -15.92 eV
spin multiplicity: 8
total charge: +2
strongest force on any atom: 4.064 eV Å⁻¹
<S²>: 16.1065

---

# 2
The following is a DFT calculation (ωB97M-V/def2-TZVPD) of one molecule with the formula C5H10O.

Last column: natural (NBO) charge in e.
Cartesian coordinates (Å):
1 C -0.54 -0.31 1.58  -0.62
2 C 0.68 0.16 0.81  -0.22
3 C 1.38 -0.73 -0.17  -0.42
4 C 0.64 0.48 -0.66  -0.26
5 C -0.61 0.31 -1.49  -0.07
6 O -1.67 1.18 -1.13  -0.71
7 H -1.13 0.54 1.94  0.21
8 H -1.19 -0.95 0.97  0.20
9 H -0.25 -0.90 2.46  0.22
10 H 1.33 0.80 1.40  0.21
11 H 2.47 -0.74 -0.19  0.22
12 H 0.93 -1.70 -0.38  0.21
13 H 1.25 1.34 -0.95  0.22
14 H -0.38 0.54 -2.54  0.19
15 H -0.94 -0.74 -1.47  0.15
16 H -1.95 0.92 -0.24  0.46

energy above the lowest of the compared OMol25 structures with the same formula, charge and spin: 25.8 kcal/mol
E_tot: -7393.6456 eV
SMILES: C[C@H]1C[C@H]1CO
Kohn-Sham gap: 11.239 eV
HOMO level: -10.20 eV
strongest force on any atom: 0.396 eV Å⁻¹

---

# 3
The following is a DFT calculation (ωB97M-V/def2-TZVPD) of C16H20NO2S as an isolated structure in a non-equilibrium geometry.

Last column: natural (NBO) charge in e.
Cartesian coordinates (Å):
1 C -2.76 -0.03 4.54  -0.44
2 N -2.83 -0.44 3.14  -0.57
3 H -3.17 -1.42 3.07  0.43
4 C -3.50 0.50 2.21  -0.22
5 C -3.34 0.06 0.61  -0.10
6 C -4.29 -0.12 -0.13  -0.20
7 C -4.08 -0.29 -1.52  -0.20
8 C -2.84 -0.51 -1.93  -0.18
9 C -1.72 -0.12 -1.15  -0.22
10 C -2.01 0.26 0.17  -0.02
11 S -0.45 0.72 1.41  0.12
12 C 0.95 0.55 0.21  -0.11
13 C 1.11 1.72 -0.65  -0.28
14 C 2.33 1.78 -1.22  -0.13
15 C 3.04 0.45 -1.52  0.22
16 C 2.69 -0.47 -0.86  0.20
17 C 1.43 -0.45 -0.11  -0.25
18 H 1.20 -1.31 0.50  0.24
19 O 3.29 -1.81 -0.86  -0.52
20 C 3.03 -2.79 -0.26  -0.18
21 H 3.73 -3.75 -0.64  0.17
22 H 3.20 -2.62 0.83  0.13
23 H 2.03 -3.19 -0.47  0.13
24 O 4.17 0.87 -2.30  -0.53
25 C 5.03 -0.61 -2.48  -0.24
26 H 4.41 -1.20 -3.05  0.20
27 H 5.63 0.10 -3.46  0.22
28 H 5.51 -0.75 -1.56  0.22
29 H 2.72 2.74 -1.90  0.26
30 H 0.63 2.82 -0.37  0.25
31 H -0.76 -0.02 -1.48  0.23
32 H -2.70 -0.72 -3.02  0.24
33 H -4.98 -0.72 -1.94  0.23
34 H -5.33 -0.24 0.27  0.23
35 H -4.48 0.50 2.41  0.21
36 H -2.98 1.54 2.64  0.24
37 H -1.74 -0.58 2.74  0.47
38 H -3.72 0.17 4.91  0.23
39 H -2.14 -0.85 5.12  0.25
40 H -2.11 0.94 4.75  0.25

E_tot: -33316.9315 eV
Kohn-Sham gap: 8.414 eV
HOMO level: -11.33 eV
total charge: +1
strongest force on any atom: 18.995 eV Å⁻¹

---

# 4
The following is a DFT calculation (ωB97M-V/def2-TZVPD) of C5H7N3O as an isolated structure in a non-equilibrium geometry.

Last column: natural (NBO) charge in e.
Cartesian coordinates (Å):
1 C 2.97 -0.35 0.10  -0.69
2 C 1.61 0.14 -0.17  0.66
3 C -0.83 -0.36 0.06  0.45
4 C -2.63 0.86 0.12  -0.13
5 C -2.90 -0.35 -0.25  -0.09
6 H 3.31 -0.30 1.15  0.26
7 H 3.59 0.15 -0.61  0.26
8 H 2.98 -1.62 -0.44  0.21
9 H 0.82 -1.29 0.61  0.37
10 H -0.50 1.77 0.44  0.47
11 H -3.19 1.96 0.13  0.23
12 H -4.06 -0.87 -0.54  0.21
13 N 0.49 -0.74 0.03  -0.58
14 N -1.27 0.89 0.20  -0.54
15 N -1.78 -1.23 -0.31  -0.46
16 O 1.40 1.35 -0.52  -0.63

energy above the lowest of the compared OMol25 structures with the same formula, charge and spin: 80.6 kcal/mol
E_tot: -11812.8933 eV
Kohn-Sham gap: 9.328 eV
HOMO level: -8.75 eV
strongest force on any atom: 10.669 eV Å⁻¹

---

# 5
The following is a DFT calculation (ωB97M-V/def2-TZVPD) of an isolated ion of composition C4H9NOS and charge -2 in a non-equilibrium geometry.

Last column: natural (NBO) charge in e.
Cartesian coordinates (Å):
1 C 1.38 -1.18 -0.29  -0.60
2 C 0.04 -0.49 -0.05  -0.12
3 C -0.96 -0.58 -1.20  -0.53
4 S -1.56 -2.30 -1.24  -0.76
5 N 0.46 1.00 0.16  -0.71
6 C -0.28 1.70 1.37  0.15
7 O -0.04 2.95 1.76  -0.95
8 H 1.94 -1.32 0.78  0.18
9 H 2.10 -0.74 -1.02  0.19
10 H 1.28 -2.23 -0.71  0.21
11 H -0.58 -0.78 0.83  0.21
12 H -1.84 0.16 -1.05  0.18
13 H -0.59 -0.14 -2.17  0.16
14 H 0.02 1.60 -0.54  0.32
15 H -1.35 1.31 1.14  0.02
16 H -0.02 1.06 2.22  0.05

energy above the lowest of the compared OMol25 structures with the same formula, charge and spin: 35.4 kcal/mol
E_tot: -18663.2583 eV
SMILES: C[C@H](C[S-])NC[O-]
Kohn-Sham gap: 5.515 eV
HOMO level: 0.52 eV
total charge: -2
strongest force on any atom: 3.894 eV Å⁻¹

---

# 6
The following is a DFT calculation (ωB97M-V/def2-TZVPD) of C2H5O3PS as an isolated structure in a non-equilibrium geometry.

Last column: natural (NBO) charge in e.
Cartesian coordinates (Å):
1 C 1.59 -0.10 0.43  -0.64
2 C 0.53 0.38 -0.53  -0.45
3 O -2.63 -1.17 -1.05  -0.99
4 O -1.41 -1.05 1.28  -1.02
5 O -1.93 1.07 -0.16  -0.92
6 P -1.91 -0.51 0.03  2.41
7 S -0.44 1.78 0.17  0.54
8 H 1.13 -0.33 1.39  0.24
9 H 2.07 -0.99 0.05  0.23
10 H 2.34 0.67 0.57  0.22
11 H -0.26 -0.39 -0.66  0.12
12 H 0.93 0.64 -1.51  0.24

energy above the lowest of the compared OMol25 structures with the same formula, charge and spin: 30.0 kcal/mol
E_tot: -28421.7214 eV
Kohn-Sham gap: 9.656 eV
HOMO level: -9.79 eV
strongest force on any atom: 1.795 eV Å⁻¹